Below is one molecule with the formula C5H11NO, with properties calculated with wB97M-V/def2-TZVPD.

The geometry in XYZ format:
```
18
Properties=species:S:1:pos:R:3:forces:R:3
C 1.990 1.092 0.140 0.1 0.1 0.0
C 0.983 0.049 -0.228 -0.1 -0.1 -0.1
C -0.828 -2.345 0.893 0.1 -0.1 0.2
N -0.298 0.328 -0.472 0.1 -0.1 0.1
C -0.702 1.731 -0.581 0.0 0.1 0.0
C -1.311 -0.559 -0.539 0.0 0.1 -0.1
O -1.007 -1.889 -0.442 0.0 0.1 -0.1
H 1.714 1.672 1.035 0.0 -0.1 -0.1
H 2.936 0.595 0.372 -0.1 0.1 0.0
H 2.206 1.820 -0.658 -0.1 -0.1 0.1
H 1.246 -0.999 -0.269 0.0 0.1 0.1
H -0.943 -3.431 0.878 0.0 0.1 0.0
H 0.173 -2.097 1.272 -0.2 0.0 0.0
H -1.577 -1.900 1.557 0.1 -0.1 -0.1
H -0.610 2.217 0.394 0.0 -0.1 -0.1
H -0.059 2.241 -1.301 -0.1 -0.1 0.1
H -1.741 1.781 -0.906 0.2 0.0 0.1
H -2.173 -0.305 -1.145 0.1 0.0 0.1
```
Forces are in eV/Å.

Computed properties:
E_HOMO (spin up / spin down)   -0.2285 / -0.2285 Eh
Energy relative to the best compared isomer or geometry (same formula, charge and spin)   360.3 kJ/mol
Max |F|   0.288 eV/Å
Frontier orbital gap (spin up / spin down)   7.184 / 7.184 eV
LUMO energy (spin up / spin down)   0.967 / 0.966 eV


Below is C14H4F8MnO5S2Se as an isolated structure in a non-equilibrium geometry, with properties calculated with wB97M-V/def2-TZVPD.

The geometry in XYZ format:
```
35
Properties=species:S:1:pos:R:3:forces:R:3
Mn 0.239 -0.165 0.962 -0.4 -0.2 -1.3
O -2.033 1.317 -2.234 0.0 0.0 0.0
C -1.514 0.452 -1.524 0.0 -0.1 0.1
O -0.908 0.677 -0.425 -0.2 0.5 -0.1
C -1.665 -1.005 -1.937 0.0 -0.1 0.0
C -2.801 -1.304 -2.687 0.0 0.0 0.0
C -3.094 -2.592 -3.101 -0.1 -0.1 0.0
C -2.218 -3.618 -2.765 0.0 0.0 0.0
C -1.075 -3.340 -2.040 -0.1 0.1 0.0
C -0.762 -2.039 -1.608 0.0 0.1 0.1
S 0.771 -1.839 -0.776 0.4 -0.1 0.0
H -3.454 -0.479 -2.946 0.0 0.0 0.0
H -3.989 -2.801 -3.678 0.0 0.0 0.0
H -2.431 -4.640 -3.064 0.0 0.0 0.0
H -0.381 -4.128 -1.774 0.0 0.0 0.0
F 4.223 -1.373 5.038 0.2 0.0 0.1
C 3.029 -1.354 4.436 -0.3 -0.1 -0.1
C 2.664 -2.372 3.574 0.1 0.1 0.1
F 3.512 -3.394 3.378 0.1 -0.1 0.0
C 1.430 -2.353 2.962 -0.3 0.5 -0.1
F 1.094 -3.397 2.219 0.0 -0.3 -0.1
C 0.525 -1.292 3.133 0.0 -0.7 1.4
Se -1.273 -1.398 2.493 -0.4 -0.1 0.4
C 0.902 -0.325 4.081 -0.1 -0.4 -0.4
F 0.036 0.618 4.439 -0.1 0.2 0.1
C 2.132 -0.336 4.700 0.1 0.0 0.0
F 2.460 0.603 5.598 0.0 0.1 0.1
F 2.387 3.614 0.024 0.0 0.0 0.0
C 2.669 2.301 0.021 -0.1 -0.1 0.1
F 3.966 2.178 -0.314 0.0 -0.1 0.1
F 1.936 1.710 -0.918 0.1 0.1 0.0
S 2.317 1.526 1.674 1.2 0.8 -0.4
O 2.560 0.116 1.407 -0.2 0.0 -0.1
O 3.231 2.171 2.574 0.0 0.0 0.1
O 0.904 1.815 1.865 -0.3 -0.2 0.0
```
Forces are in eV/Å.

Computed properties:
E_HOMO (spin up / spin down)   -0.0479 / -0.0561 Eh
Charge   -2
Energy relative to the best compared isomer or geometry (same formula, charge and spin)   104.2 kJ/mol
Max |F|   1.559 eV/Å
2S+1   6
Frontier orbital gap (spin up / spin down)   6.114 / 6.332 eV
LUMO energy (spin up / spin down)   4.811 / 4.805 eV


Below is one molecule with the formula C4H10N2S in a non-equilibrium geometry, with properties calculated with wB97M-V/def2-TZVPD.

The geometry in XYZ format:
```
17
Properties=species:S:1:pos:R:3:forces:R:3
C 2.303 -0.171 -0.229 -0.4 1.5 0.8
C -0.345 -0.320 0.001 1.1 5.7 0.1
C -1.111 0.126 1.317 -0.1 -2.8 -1.0
C -1.265 -0.593 -1.184 -0.2 3.6 0.9
N 1.745 1.103 0.098 2.2 -0.2 2.2
N 0.480 1.169 -0.292 -4.7 -1.8 0.8
S 1.056 -1.507 0.190 -0.4 -3.2 1.1
H 2.243 -0.331 -1.260 0.5 0.0 -2.1
H 3.294 -0.305 0.173 0.1 -0.5 0.2
H -2.150 0.489 1.057 1.3 -0.4 0.5
H -0.570 0.751 2.001 0.4 0.8 -0.3
H -1.114 -0.829 1.865 -1.0 0.1 0.2
H -0.893 -0.073 -2.103 -0.4 -0.2 0.8
H -2.282 -0.224 -0.880 0.9 -0.1 -0.7
H -1.419 -1.552 -1.466 -0.1 -3.4 -0.5
H 1.709 1.139 1.139 0.4 0.5 -0.9
H 0.361 1.293 -1.248 0.4 0.4 -2.2
```
Forces are in eV/Å.

Computed properties:
E_HOMO (spin up / spin down)   -0.1425 / -0.3380 Eh
Energy relative to the best compared isomer or geometry (same formula, charge and spin)   281.6 kJ/mol
Max |F|   5.793 eV/Å
2S+1   3
Frontier orbital gap (spin up / spin down)   4.734 / 6.668 eV
LUMO energy (spin up / spin down)   0.855 / -2.530 eV